Entry 1:
H16NaO8 | ωB97M-V/def2-TZVPD

## Properties
Charge: +1
Lowest unoccupied orbital energy in Eh: -0.12622
E_HOMO in eV: -13.90
2S+1: 1
Calculated total energy in eV: -21040.6651

```
25
Properties=species:S:1:pos:R:3:forces:R:3
Na 0.297 -0.264 0.214 -0.986 0.524 -2.844
O 0.487 -1.865 -0.333 0.124 -7.985 -2.385
H 1.355 -2.263 -0.258 0.376 -0.207 -0.220
H -0.110 -2.608 -0.427 0.040 -0.618 -0.165
O -1.588 1.047 1.973 -1.994 -0.390 1.811
H -2.128 1.724 1.564 -0.196 0.286 0.111
H -1.049 0.707 1.259 -1.261 0.394 0.918
O 0.003 -0.845 1.791 -1.412 -2.844 7.204
H -0.433 -1.614 2.159 -0.259 0.000 0.570
H 0.867 -0.839 2.204 0.210 -0.278 0.336
O -0.096 1.389 0.336 0.540 8.242 -1.227
H 0.426 1.668 1.089 -0.097 0.612 0.377
H -0.143 2.165 -0.224 -0.136 0.375 -0.300
O -0.570 0.622 -2.261 -4.838 4.737 -5.999
H -1.189 0.336 -2.932 -0.279 0.129 -0.644
H -0.708 0.016 -1.533 -0.616 -0.331 -0.472
O -1.497 -0.393 -0.701 -4.963 -2.386 3.015
H -1.940 -0.969 -0.077 -0.217 -0.580 0.387
H -2.112 0.327 -0.840 -0.525 0.312 0.059
O 1.154 0.044 -1.415 8.317 -0.444 -0.362
H 1.759 0.741 -1.667 0.040 0.189 -0.464
H 0.425 0.124 -2.031 2.224 -0.482 -2.347
O 2.018 -0.051 0.748 4.943 0.859 2.386
H 2.550 0.163 -0.019 0.248 -0.195 -0.189
H 2.221 0.637 1.381 0.714 0.082 0.445
```
Forces are in eV/Å.

=====

Entry 2:
H16O8 | ωB97M-V/def2-TZVPD

## Properties
Charge: -1
Lowest unoccupied orbital energy (spin up / spin down) in Eh: 0.10739 / 0.11427
⟨S²⟩: 0.75
E_HOMO (spin up / spin down) in eV: 0.22 / -7.87
2S+1: 2
Calculated total energy in eV: -16639.5892

```
24
Properties=species:S:1:pos:R:3:forces:R:3
O -1.136 1.380 2.471 -0.187 0.888 -0.431
H -0.206 1.593 2.550 0.210 -0.037 -0.020
H -1.251 0.602 3.017 0.039 -0.630 0.338
O 0.411 -0.131 -0.261 0.185 0.565 0.268
H 0.070 -0.038 -1.151 -0.043 -0.165 -0.537
H -0.349 -0.388 0.261 -0.343 -0.161 0.417
O 1.028 3.046 -1.062 -0.018 0.546 -0.078
H 1.440 2.225 -0.794 0.028 -0.469 -0.123
H 0.623 3.383 -0.263 -0.189 0.017 0.200
O -2.435 -2.074 1.055 1.124 0.250 0.634
H -3.184 -2.172 1.643 -0.714 -0.113 0.365
H -2.811 -2.137 0.176 -0.267 -0.046 -0.925
O -1.007 -1.096 3.686 0.364 0.296 0.495
H -1.264 -1.487 2.851 -0.178 -0.405 -0.777
H -1.725 -1.311 4.282 -0.275 -0.153 0.194
O 0.061 -0.925 -2.895 0.127 0.428 -0.232
H 0.735 -1.530 -3.203 0.331 -0.413 0.101
H -0.765 -1.328 -3.164 -0.595 -0.202 -0.035
O 2.906 -0.909 0.203 1.164 -0.331 0.119
H 3.187 -0.369 0.942 0.070 0.048 0.135
H 2.072 -0.528 -0.070 -0.923 0.034 -0.123
O 1.565 1.502 -3.334 0.595 0.139 -0.235
H 0.807 2.074 -3.455 -0.175 0.175 0.200
H 1.226 0.619 -3.486 -0.330 -0.266 0.048
```
Forces are in eV/Å.

=====

Entry 3:
H16O8 | ωB97M-V/def2-TZVPD

## Properties
Structure (SMILES): O.O.O.O.O.O.O.O
Lowest unoccupied orbital energy in Eh: -0.01747
E_HOMO in eV: -10.62
2S+1: 1
Calculated total energy in eV: -16639.2029

```
24
Properties=species:S:1:pos:R:3:forces:R:3
O 1.507 -20.461 25.832 -0.421 -0.334 -0.546
H 2.280 -20.835 26.233 0.693 -0.201 0.390
H 1.659 -19.541 25.652 0.606 0.678 0.012
O 0.403 -23.491 20.379 1.733 -1.365 1.612
H 0.942 -24.297 20.632 -1.134 0.905 -0.994
H 0.787 -22.912 21.069 -0.737 0.333 -0.851
O 3.574 -21.489 22.714 1.104 -0.862 0.377
H 3.347 -20.584 22.654 -0.681 1.640 -0.117
H 4.536 -21.464 22.560 -0.435 -0.409 0.152
O 0.817 -22.046 23.633 -2.704 -2.789 -0.662
H 1.058 -21.368 24.175 0.971 2.865 2.869
H 1.469 -22.052 22.987 1.864 -0.330 -2.003
O 3.668 -22.774 20.369 -1.164 -1.923 0.697
H 3.329 -22.313 21.142 0.043 0.159 -0.069
H 4.222 -22.189 19.919 1.219 1.472 -1.139
O -1.909 -21.650 23.159 0.272 -0.220 -0.464
H -2.301 -21.061 23.800 0.000 0.159 0.451
H -1.043 -21.935 23.503 -0.362 0.153 -0.070
O -0.969 -19.694 26.288 -0.170 0.768 -0.326
H -0.870 -18.793 25.951 -0.526 -0.040 0.163
H -0.076 -20.026 26.161 -0.162 -0.686 0.369
O 0.296 -20.714 20.946 0.668 -0.116 -1.689
H -0.468 -21.037 20.445 0.261 -0.021 0.166
H -0.032 -20.568 21.806 -0.936 0.164 1.672
```
Forces are in eV/Å.

=====

Entry 4:
H16O8 | ωB97M-V/def2-TZVPD

## Properties
Structure (SMILES): O.O.O.O.O.O.O.O
Lowest unoccupied orbital energy in Eh: -0.01822
E_HOMO in eV: -10.41
2S+1: 1
Calculated total energy in eV: -16637.7563

```
24
Properties=species:S:1:pos:R:3:forces:R:3
O -0.568 -0.616 0.603 3.512 1.359 3.214
H 0.070 0.126 0.629 -0.629 -0.601 -0.355
H -1.197 -0.460 -0.029 -2.439 1.024 -2.692
O -1.974 1.330 1.804 1.738 -0.811 0.730
H -1.009 1.072 1.663 -2.159 0.625 0.349
H -2.189 0.701 2.531 -0.102 0.710 -0.726
O -1.937 4.223 -0.077 1.010 0.805 -1.159
H -1.249 4.157 -0.765 -0.505 0.726 0.136
H -1.919 3.330 0.208 -0.625 -1.528 1.093
O -0.711 1.495 -2.022 -0.518 2.159 1.540
H -0.294 2.119 -1.373 -0.832 -0.572 -0.903
H -0.017 0.888 -2.121 1.430 -1.669 -0.625
O -0.242 -2.848 0.016 2.081 0.161 0.268
H -1.144 -2.641 0.301 0.554 -0.158 -0.059
H 0.345 -2.077 0.324 -2.084 -2.177 -0.712
O 5.163 0.537 -0.965 -0.760 -1.307 2.388
H 4.338 0.602 -0.440 0.803 -0.662 0.417
H 4.875 1.128 -1.601 -0.063 1.966 -2.765
O -2.525 -3.457 -1.002 -0.095 1.168 -2.358
H -2.269 -3.016 -1.880 -0.077 -1.022 2.008
H -3.480 -3.483 -1.117 -0.252 -0.199 0.297
O 2.387 -0.737 1.890 1.193 1.843 1.885
H 2.262 -1.388 1.265 -1.027 -2.368 -2.388
H 3.285 -0.985 2.159 -0.152 0.527 0.416
```
Forces are in eV/Å.

=====

Entry 5:
H16O8 | ωB97M-V/def2-TZVPD

## Properties
Structure (SMILES): O.O.O.O.O.O.O.O
Lowest unoccupied orbital energy in Eh: 0.01058
E_HOMO in eV: -10.96
2S+1: 1
Calculated total energy in eV: -16640.9970

```
24
Properties=species:S:1:pos:R:3:forces:R:3
O -2.728 -0.044 -0.567 -0.092 -0.054 0.418
H -2.410 -0.831 -0.077 -0.140 0.275 -0.156
H -2.160 -0.051 -1.349 0.172 0.014 -0.095
O -1.160 -1.806 0.835 -0.096 -0.182 0.135
H -0.825 -1.108 1.460 0.357 -0.853 -0.150
H -1.275 -2.626 1.338 0.006 0.469 0.011
O -1.249 1.849 1.065 0.006 0.356 -0.585
H -1.877 1.289 0.573 -0.359 -0.712 0.063
H -1.080 2.493 0.364 -0.056 0.305 0.475
O 0.357 -0.191 2.363 -1.205 1.358 -0.197
H -0.129 0.633 2.041 1.016 -1.113 0.566
H 1.229 -0.158 1.936 -0.180 0.112 -0.113
O 1.277 -1.866 -0.993 1.373 0.468 -0.249
H 0.604 -2.306 -0.500 -1.061 -0.566 0.748
H 1.885 -1.506 -0.310 -0.564 0.024 -0.431
O 1.097 1.997 -0.916 0.163 -0.316 -1.257
H 0.682 2.356 -0.157 -0.271 0.717 1.475
H 0.326 1.660 -1.411 0.411 -0.514 -0.115
O -0.375 -0.102 -2.062 0.360 0.692 -1.054
H 0.314 -0.646 -1.576 -0.302 0.079 -0.820
H -0.088 0.072 -2.994 -0.164 -0.627 1.375
O 2.342 0.127 0.570 0.661 -0.175 -0.195
H 1.941 0.770 -0.087 0.749 -0.373 0.300
H 3.303 -0.003 0.455 -0.783 0.616 -0.149
```
Forces are in eV/Å.

=====

Entry 6:
H16O8 | ωB97M-V/def2-TZVPD

## Properties
Structure (SMILES): O.O.O.O.O.O.O.O
Lowest unoccupied orbital energy in Eh: -0.01584
E_HOMO in eV: -10.14
2S+1: 1
Calculated total energy in eV: -16636.9437

```
24
Properties=species:S:1:pos:R:3:forces:R:3
O 2.895 1.460 1.531 -1.006 -4.935 -0.105
H 2.813 1.043 0.650 0.078 0.421 0.712
H 3.086 2.321 1.413 1.062 4.606 -0.805
O 1.047 -3.088 1.136 -0.024 0.627 -0.053
H 0.698 -3.736 0.488 -0.069 1.405 0.562
H 0.675 -2.140 1.109 0.069 -2.349 -0.399
O 1.170 -0.458 -1.520 -2.728 9.676 2.332
H 0.462 0.031 -2.110 2.283 -0.876 1.209
H 1.327 -1.235 -1.807 1.689 -8.656 -3.163
O -0.503 0.720 -3.161 -0.053 -4.934 0.376
H -1.095 0.351 -2.356 1.093 0.928 -2.826
H -0.112 -0.211 -3.658 -2.119 3.976 1.816
O -0.102 -0.644 0.793 7.232 -6.530 -1.758
H 0.485 -0.411 0.000 -0.756 -0.562 0.970
H -0.678 -0.035 0.837 -6.539 7.133 1.031
O -1.670 1.598 0.610 -1.546 0.357 -0.726
H -2.455 2.174 0.542 0.672 0.527 0.932
H -2.011 1.034 -0.100 0.714 -0.338 -0.292
O -2.529 -0.298 -1.300 3.437 0.082 4.021
H -2.589 -0.713 -0.376 0.718 0.596 -1.752
H -3.317 -0.559 -1.629 -4.131 -1.065 -2.340
O 0.865 0.926 3.342 -3.932 -1.747 4.553
H 0.115 0.661 2.823 -0.503 -0.314 -0.147
H 1.432 1.220 2.744 4.358 1.972 -4.147
```
Forces are in eV/Å.

=====

ΔE to the lowest compared entry with this formula, charge and spin in eV, matching the order above: 12.773 0.339 2.808 4.254 1.014 5.067